Entry 1:
# C5H8N

The ion C5H8N with charge +1 at a distorted geometry (the ωB97M-V functional and the def2-TZVPD basis, the OMol25 dataset).

XYZ file:
```
14
Properties=species:S:1:pos:R:3:forces:R:3
C -0.8138 -1.4793 -1.9330 -2.49 -0.90 -8.47
C -0.8930 -1.5041 -0.7006 0.84 0.45 3.58
C -0.4337 -0.7371 0.2361 0.72 4.03 0.57
C 0.0129 0.6803 -0.6326 0.67 0.19 0.49
C -0.0601 0.6281 0.8080 -0.11 -2.09 2.10
N 0.9964 0.4967 1.8980 2.35 1.41 -0.47
H 0.0557 -1.5606 -2.6158 -0.26 -0.48 0.99
H -1.7256 -1.1606 -2.5906 1.28 -0.93 1.37
H 0.7580 0.6737 -1.5126 -0.78 -0.30 2.25
H -0.9082 1.1878 -0.8312 -0.32 0.35 -0.98
H -0.7123 1.2574 1.4028 -1.24 -0.02 -1.07
H 1.5601 -0.3482 1.6597 0.02 0.91 0.67
H 0.6027 0.4477 2.8491 -0.24 -0.67 -0.53
H 1.5609 1.4183 1.9626 -0.46 -1.94 -0.49
```
Forces are in eV/Å.

Values from the calculation:
electronic energy = -249.55474 hartree
net charge = +1
energy above the lowest of the compared OMol25 structures with the same formula, charge and spin = 7.358 eV
HOMO level = -12.401 eV
structure (SMILES) = C=C=C1C[C@@H]1[NH3+]

Löwdin population analysis, charges in e, atoms 1 to 2: -0.018, -0.098


Entry 2:
# C5H8N

The ion C5H8N with charge +1 at a distorted geometry (the ωB97M-V functional and the def2-TZVPD basis, the OMol25 dataset).

XYZ file:
```
14
Properties=species:S:1:pos:R:3:forces:R:3
C 1.4359 0.0740 0.1161 -1.09 -0.25 0.80
C 2.6971 0.1209 -0.1535 -0.27 1.07 -0.34
C -0.1406 -1.3151 0.1045 -0.70 2.38 0.15
C 0.1645 0.1995 0.6608 2.28 -0.92 0.12
C -0.8112 -0.0620 -0.4235 0.01 -1.68 -0.06
N -2.2326 0.2767 0.0514 -0.38 2.15 -2.29
H 3.1435 1.0997 -0.2461 -0.17 0.60 0.35
H 3.4299 -0.5802 -0.4401 0.11 -1.47 -0.19
H 0.6256 -1.9663 -0.3120 -0.39 0.17 -0.46
H 0.0408 0.3501 1.7308 -0.38 0.46 -0.24
H -0.7076 0.4429 -1.3781 0.23 -0.10 -0.16
H -3.0240 -0.1640 -0.5022 1.24 -0.04 1.15
H -2.3010 1.3251 -0.2769 -0.13 -2.17 1.39
H -2.3202 0.1989 1.0686 -0.35 -0.19 -0.23
```
Forces are in eV/Å.

Values from the calculation:
electronic energy = -249.60308 hartree
net charge = +1
energy above the lowest of the compared OMol25 structures with the same formula, charge and spin = 6.043 eV
HOMO level = -12.457 eV

Löwdin population analysis, charges in e, atoms 1 to 2: -0.023, 0.113


Entry 3:
# C5H8N

The ion C5H8N with charge +1 at a distorted geometry (the ωB97M-V functional and the def2-TZVPD basis, the OMol25 dataset).

XYZ file:
```
14
Properties=species:S:1:pos:R:3:forces:R:3
C -1.7330 -0.9132 0.9696 5.32 1.55 0.75
N -1.1024 0.0279 0.2608 -4.09 -1.49 -0.69
C -1.8347 0.9471 -0.7226 -0.99 2.16 1.95
C 0.2536 0.0651 0.2018 -3.29 0.08 0.42
C 1.4016 -0.1093 0.0658 4.12 0.02 -0.41
C 2.8367 -0.2393 -0.1333 1.45 -1.61 -1.15
H -2.7303 -1.1209 1.2895 -0.92 0.49 -0.93
H -0.8906 -1.3932 1.5417 -1.50 -0.32 -0.32
H -1.9104 1.9844 -0.1400 0.29 -2.13 -1.53
H -2.8931 0.6537 -1.0023 1.44 -0.23 0.74
H -1.2258 1.0345 -1.6107 0.16 0.06 -0.01
H 3.0623 -1.1527 -0.8201 -0.57 1.33 1.31
H 3.3173 0.5810 -0.6836 -0.65 0.14 0.19
H 3.4489 -0.3651 0.7834 -0.78 -0.05 -0.32
```
Forces are in eV/Å.

Values from the calculation:
electronic energy = -249.67926 hartree
net charge = +1
energy above the lowest of the compared OMol25 structures with the same formula, charge and spin = 3.970 eV
HOMO level = -14.725 eV
structure (SMILES) = C=[N+](C)C#CC

Löwdin population analysis, charges in e, atoms 1 to 2: 0.245, -0.128


Look up the energy above the lowest of the compared OMol25 structures with the same formula, charge and spin of the second one.
6.043 eV